{"formula": "C5H31NO12", "method": "wB97M-V/def2-TZVPD", "elements": ["O", "O", "O", "O", "O", "O", "O", "O", "O", "O", "O", "O", "N", "C", "C", "C", "C", "C", "H", "H", "H", "H", "H", "H", "H", "H", "H", "H", "H", "H", "H", "H", "H", "H", "H", "H", "H", "H", "H", "H", "H", "H", "H", "H", "H", "H", "H", "H", "H"], "positions_angstrom": [[-0.629076, 0.806076, 3.303746], [0.022072, -1.583589, 4.322680], [-2.314917, -0.339430, -3.344867], [-2.410050, -0.390491, 1.684707], [1.086715, -0.532314, -3.172346], [0.874588, -2.226795, 0.236156], [1.130165, 3.311458, 1.713004], [-0.338104, -3.283025, 2.537652], [-3.258966, 0.355332, -0.718809], [-1.142574, 1.939555, -3.681172], [-0.706998, -2.159310, -1.992275], [3.803059, 0.595344, -2.609270], [-0.918037, 2.250379, 1.116349], [0.425242, 2.584645, 1.008790], [1.721388, -0.156970, 0.860939], [1.011979, 0.526019, -0.392892], [1.008755, 2.068284, -0.222805], [2.111683, -1.615761, 0.598681], [2.491780, -2.141180, 1.537601], [-2.096607, 0.140456, 2.403535], [-2.848978, -0.121732, 0.045445], [-3.100904, -1.059930, 1.918655], [-0.371537, 1.418167, -3.744131], [-0.286991, 0.021217, 3.845763], [1.000487, -0.310873, 1.736208], [0.915772, -1.631616, 4.693309], [0.628934, -2.131975, -0.688202], [-1.545751, 2.515300, 1.800120], [-0.764987, 2.748544, -4.151484], [0.674373, -1.086365, -2.455068], [-0.099319, -2.244820, 3.601123], [2.844336, -1.891756, -0.118325], [-1.307142, 1.521866, 0.585903], [-1.669688, 0.337366, -3.621504], [0.847681, -0.811945, -4.106611], [2.458013, 0.589862, 1.318248], [-1.208588, -1.483092, -2.367523], [2.102073, 2.386652, -0.403581], [-1.198677, -3.008213, -2.059701], [1.474535, 0.226989, -1.290989], [0.582401, 2.558059, -1.153924], [4.662239, 0.142684, -2.730878], [0.110980, 0.849014, 2.637608], [-2.761373, -0.052033, -2.447122], [-4.268480, 0.221175, -0.687052], [-0.015444, 0.107487, -0.341611], [0.349542, -3.221376, 1.778158], [3.177658, -0.068235, -2.983773], [-0.951672, -2.652145, 2.285425]], "forces_ev_per_a": [[1.776, -1.163, 0.144], [0.307, 0.922, 0.967], [-0.714, -0.296, 2.081], [-1.499, -2.316, -1.574], [-0.091, -0.070, -1.211], [0.139, -1.094, 0.857], [-1.793, -0.768, 0.194], [3.237, -2.256, -1.233], [-2.045, -0.551, -0.303], [0.323, 3.278, -1.243], [1.406, -3.331, 1.510], [0.252, -1.328, -0.571], [2.159, 0.834, -0.750], [-0.185, 1.362, 0.449], [0.050, 1.221, 1.003], [-1.004, -0.137, 3.193], [2.576, -0.797, -4.086], [-0.480, -0.138, 1.542], [-0.700, 0.781, -0.875], [0.691, 0.517, 1.549], [-0.601, 0.498, -0.278], [1.035, 1.254, 0.311], [1.882, -1.387, 0.405], [-0.888, 0.774, -0.418], [0.541, 0.335, -1.379], [-0.416, -0.298, -0.298], [-0.085, 0.048, -0.106], [-0.628, 1.039, 2.032], [-1.287, -1.155, 0.883], [0.192, 0.214, -1.905], [0.843, -0.237, 0.588], [0.832, 0.537, -1.029], [-0.026, -0.782, -1.201], [-1.301, -0.212, 0.453], [0.127, -0.148, 2.188], [-0.272, -1.376, -0.896], [-2.292, 2.079, -1.587], [-1.494, -0.350, 1.134], [0.499, 1.102, -0.024], [0.670, 0.016, -0.768], [-0.307, -0.639, 1.166], [-0.517, 0.565, 0.204], [-1.376, 0.401, 0.980], [1.354, -0.188, -2.158], [2.528, 0.262, 0.191], [0.345, 0.338, -0.504], [-1.604, -0.044, 1.321], [0.151, 0.794, 0.408], [-2.314, 1.892, -1.356]], "nbo_charge": [-1.002, -0.998, -1.020, -1.006, -1.018, -0.791, -0.597, -0.934, -0.996, -0.937, -1.001, -0.952, -0.816, 0.644, -0.426, -0.418, -0.513, -0.070, 0.171, 0.529, 0.510, 0.487, 0.470, 0.506, 0.186, 0.479, 0.506, 0.401, 0.486, 0.512, 0.488, 0.180, 0.393, 0.486, 0.494, 0.228, 0.511, 0.242, 0.502, 0.231, 0.239, 0.464, 0.474, 0.516, 0.484, 0.192, 0.520, 0.486, 0.474], "homo_ha": -0.3451, "relative_energy_kcal_mol": 96.06, "multiplicity": 1, "smiles": "NC(=O)CCCCO.O.O.O.O.O.O.O.O.O.O", "lumo_ev": 0.02}

{"formula": "C34H64BF5N5O2", "method": "wB97M-V/def2-TZVPD", "elements": ["F", "F", "F", "F", "F", "O", "O", "N", "N", "N", "N", "N", "C", "C", "C", "C", "C", "C", "C", "C", "C", "C", "C", "C", "C", "C", "C", "C", "C", "C", "C", "C", "C", "C", "C", "C", "C", "C", "C", "C", "C", "C", "C", "C", "C", "C", "B", "H", "H", "H", "H", "H", "H", "H", "H", "H", "H", "H", "H", "H", "H", "H", "H", "H", "H", "H", "H", "H", "H", "H", "H", "H", "H", "H", "H", "H", "H", "H", "H", "H", "H", "H", "H", "H", "H", "H", "H", "H", "H", "H", "H", "H", "H", "H", "H", "H", "H", "H", "H", "H", "H", "H", "H", "H", "H", "H", "H", "H", "H", "H", "H"], "positions_angstrom": [[1.816780, -0.370614, 4.968186], [1.899508, -1.991122, 3.213348], [4.116429, -2.098016, 5.365972], [4.808813, -1.955253, 3.080755], [4.940607, -0.003138, 4.533669], [3.113314, 1.598634, -0.497255], [-0.100394, 7.052717, 0.323997], [4.738990, 3.928181, -1.137883], [2.750096, 2.806827, -0.067274], [-0.400511, -3.450501, -2.833563], [-6.399589, -6.540893, -0.746318], [2.607364, 5.232151, -0.270616], [-4.757772, -5.385915, 0.839670], [0.030959, -4.827743, -2.587015], [1.051880, 1.098829, 2.343942], [4.106376, -1.188186, 4.173465], [-8.675255, -7.482660, -0.277141], [-5.020537, -6.402118, -0.266478], [3.096201, 6.249343, 0.729605], [2.273649, 1.081521, -1.582891], [3.507310, 4.022931, -0.540730], [2.500090, 0.351407, 2.527196], [-6.887993, -5.432776, -1.569293], [1.273477, 2.714776, 1.999499], [4.830211, 5.136980, 2.717728], [-0.787446, -5.662020, -1.607170], [2.566906, -0.748042, 3.743404], [0.819501, -2.485238, -0.867463], [-1.540955, -3.306759, -3.744615], [2.476054, 5.095859, 4.986705], [-0.479899, -2.574076, -1.662449], [1.341517, 3.049202, 0.400426], [3.321418, 5.690087, 2.253608], [3.968144, 4.513394, 5.436935], [6.146744, 5.129198, 1.707941], [5.465676, 5.150454, -1.652659], [-7.320143, -7.048595, 0.273853], [-7.322425, -4.157369, -0.854796], [-2.916139, -3.707404, -3.221520], [2.223448, 1.998581, -2.939223], [1.226797, 4.642981, -0.096686], [2.167462, 5.655233, 3.443542], [-0.360603, 2.458606, -3.296751], [-1.356115, 4.865237, 1.200290], [0.884158, 1.500701, -3.807578], [5.130308, 4.549707, 4.254830], [-0.017869, 5.556352, 0.461352], [-1.340420, -3.862991, -4.669109], [2.457408, 7.229870, 0.804775], [-2.351392, 5.449777, 0.899789], [0.700670, 0.351977, -3.661600], [-1.454497, 3.761575, 0.793285], [-7.480185, -6.317760, 1.074417], [-4.361142, -6.177552, -1.114456], [-7.913898, -3.537204, -1.538322], [2.693632, -0.247811, 1.513266], [1.063998, 1.792641, -4.947859], [-1.242723, 2.505716, -4.100573], [-3.754063, -5.543216, 1.250897], [-9.268244, -7.945460, 0.518668], [6.303373, 4.112960, 1.145817], [3.420270, 1.082986, 2.633500], [-6.872642, -7.933540, 0.743986], [7.090818, 5.251066, 2.428539], [-4.787104, -4.363540, 0.463230], [1.066830, -4.802998, -2.227684], [0.498483, 7.225050, -0.485905], [1.071482, 6.032591, 3.232437], [-9.251036, -6.634551, -0.660353], [-0.714157, -1.556032, -1.998779], [-7.946495, -4.356965, 0.020336], [-1.592850, -2.256253, -4.059139], [-1.711753, -6.026331, -2.059576], [0.094447, -5.368191, -3.540777], [-4.686161, -7.384454, 0.091837], [4.171999, 6.599608, 0.347333], [6.230253, 4.178414, 4.525780], [2.060916, 3.148241, -2.757915], [0.378096, 1.026328, 3.327376], [5.218340, 2.987283, -1.269536], [-1.036919, -5.114551, -0.694373], [-0.848065, 2.084299, -2.278756], [4.214957, 4.098900, 6.508745], [-6.131116, -5.173563, -2.321437], [2.342873, 2.976936, 2.450145], [3.181811, 1.900968, -3.630890], [5.763305, 4.904456, -2.782088], [1.598460, 5.118166, 5.795872], [-3.129403, -3.281043, -2.238187], [0.423262, 2.588329, -0.155463], [-0.211391, -6.544940, -1.306726], [1.163983, 0.802385, -1.242091], [0.718534, -1.737232, -0.074102], [1.655798, -2.184045, -1.507159], [-3.026925, -4.790244, -3.166751], [2.752349, 0.037615, -1.906864], [6.186114, 6.077167, 0.996847], [-1.252628, 4.905372, 2.364930], [4.820801, 6.126662, -1.687160], [-7.736761, -5.794611, -2.162107], [0.901969, 4.472070, -1.233534], [-6.466016, -3.556319, -0.543285], [-8.559529, -8.218743, -1.079706], [1.070618, -3.436228, -0.387650], [-0.046889, 3.584968, -3.112324], [0.492777, 3.332133, 2.613962], [0.468094, 0.522542, 1.508756], [6.485288, 5.260621, -1.076902], [-1.289311, -2.873161, -0.987142], [-3.689426, -3.344354, -3.908182], [-5.465407, -5.477241, 1.667391]], "forces_ev_per_a": [[2.459, -1.039, -3.648], [1.925, 3.319, 1.823], [-0.094, 3.306, -4.224], [-2.514, 2.991, 3.668], [-2.849, -3.962, -1.405], [0.220, -1.693, -1.071], [2.001, -3.973, -2.160], [-2.021, 0.852, 1.039], [0.546, 4.544, -1.471], [-0.028, 0.192, -0.330], [0.403, -0.028, -0.091], [1.941, -2.488, 0.238], [0.264, 0.171, 0.176], [0.356, 0.060, 0.117], [-0.234, 0.193, 0.534], [2.380, -1.587, 1.456], [-0.043, 0.085, -0.088], [-0.142, -0.320, -0.074], [2.128, 0.795, 1.696], [-0.675, -1.360, -2.319], [-2.770, -1.661, 1.019], [0.444, -0.634, -0.445], [-0.241, -0.291, -0.128], [0.992, -0.657, 0.692], [-1.961, -0.383, 2.087], [-0.111, -0.336, 0.097], [-1.683, -1.105, -0.361], [0.034, -0.163, 0.010], [0.152, 0.201, -0.041], [2.687, -0.176, -2.250], [0.160, -0.232, -0.174], [-0.791, 2.378, 1.214], [1.167, -1.660, 4.345], [-0.834, 1.800, -5.085], [0.348, 0.571, 1.546], [1.402, -0.026, -1.686], [-0.016, -0.042, -0.238], [-0.062, 0.383, -0.021], [-0.321, -0.066, -0.097], [-0.587, -0.265, -0.761], [-0.510, -1.256, -1.554], [3.314, -1.186, 1.028], [-1.094, -0.141, -0.004], [-0.136, 0.129, -0.882], [0.364, 1.848, 0.160], [-3.461, 1.273, -0.443], [-1.515, 2.194, 1.161], [0.150, -0.028, 0.237], [0.829, -2.275, -0.516], [2.277, -1.219, 0.700], [0.215, 2.291, -0.415], [0.038, 2.026, 1.215], [-0.081, 0.044, 0.157], [-0.241, 0.035, -0.044], [0.060, -0.081, 0.077], [-0.222, 1.034, 2.483], [-0.328, -0.994, 2.498], [1.974, -0.268, 1.813], [-0.100, -0.008, -0.029], [0.107, 0.090, -0.080], [-0.557, 2.036, 0.960], [-2.053, -1.311, 0.059], [0.212, 0.229, -0.118], [-2.078, -0.295, -1.618], [-0.081, 0.015, 0.063], [-0.107, 0.141, 0.003], [-1.197, 0.192, 1.957], [2.486, -0.739, 0.412], [0.044, -0.112, 0.006], [-0.164, -0.173, -0.221], [0.071, -0.022, -0.058], [0.125, -0.017, 0.156], [0.020, 0.079, 0.141], [-0.147, 0.323, 0.037], [-0.216, 0.033, -0.037], [-2.422, -0.763, 0.937], [-2.689, 0.940, -0.775], [0.407, -2.243, -0.057], [1.728, 0.104, -2.135], [-1.303, 1.598, 0.456], [0.003, -0.004, -0.066], [1.059, 0.648, -2.122], [-0.670, 0.995, -2.432], [0.087, -0.199, 0.244], [-2.390, -0.301, -0.954], [-1.828, -0.027, 1.768], [-0.714, 0.579, 2.449], [2.157, -0.020, -2.115], [0.029, -0.046, -0.037], [2.297, 0.203, 0.714], [-0.073, 0.125, -0.042], [2.439, 0.913, -0.425], [-0.047, -0.081, -0.004], [-0.083, -0.135, -0.009], [-0.020, 0.041, 0.093], [-0.841, 2.386, 1.029], [-0.287, -2.169, 1.438], [-0.234, -0.306, -2.144], [1.153, -2.183, 0.420], [0.064, -0.079, 0.167], [0.353, 0.338, 2.127], [-0.106, -0.046, 0.098], [0.034, 0.152, 0.078], [0.032, 0.155, -0.060], [-0.353, -2.361, -0.542], [1.368, -1.094, -1.618], [1.031, 1.231, 1.489], [-2.269, 0.027, -1.020], [-0.075, 0.060, 0.169], [0.093, -0.032, 0.083], [0.033, 0.014, -0.089]], "lowdin_charge": [0.010, -0.018, 0.029, 0.019, 0.018, -0.117, 0.016, 0.052, -0.060, -0.189, -0.188, -0.028, -0.091, -0.245, -0.140, -0.136, -0.092, -0.250, -0.134, -0.152, -0.059, -0.089, -0.248, -0.111, -0.122, -0.086, -0.181, -0.091, -0.250, -0.047, -0.269, -0.157, -0.081, -0.038, -0.130, -0.067, -0.270, -0.090, -0.093, -0.176, -0.123, -0.019, -0.146, -0.043, -0.214, -0.023, -0.330, 0.115, 0.143, 0.100, 0.113, 0.077, 0.096, 0.097, 0.074, 0.137, 0.125, 0.095, 0.069, 0.074, 0.075, 0.133, 0.118, 0.095, 0.049, 0.102, 0.118, 0.092, 0.064, 0.104, 0.069, 0.104, 0.052, 0.119, 0.111, 0.114, 0.101, 0.091, 0.136, 0.191, 0.067, 0.076, 0.095, 0.109, 0.111, 0.125, 0.124, 0.097, 0.065, 0.145, 0.079, 0.130, 0.054, 0.066, 0.053, 0.156, 0.073, 0.080, 0.114, 0.103, 0.145, 0.051, 0.080, 0.073, 0.066, 0.108, 0.111, 0.099, 0.099, 0.076, 0.069], "homo_ha": -0.3384, "charge": 1, "multiplicity": 1, "lumo_ev": -3.19}